Entry 1:
Formula: C38H90Br2N3O16
Source: the Open Molecules 2025 dataset
Level of theory: wB97M-V/def2-TZVPD

The geometry in XYZ format:
```
149
C38H90Br2N3O16 wB97M-V/def2-TZVPD
Br 1.32805 4.45118 -1.32748
Br 5.08116 2.84753 -0.69113
O -3.79634 -0.77868 -4.93815
O 2.24538 -1.34869 4.21369
O 1.51672 1.43248 -2.41586
O 5.63848 0.95909 2.02442
O 2.32541 6.84391 8.23552
O -3.29696 -1.71620 1.60654
O 0.36539 -4.21569 -1.11795
O -0.90018 2.31338 -1.57020
O 3.23953 0.35426 -1.60718
O 7.58495 5.41859 0.19557
O 2.35003 3.19155 6.57951
O -4.90213 -3.63064 -4.75531
O -5.94919 0.89367 -2.15946
O -1.35338 -8.60216 -6.68011
O 0.24489 -0.78544 3.74511
O -3.45012 -6.12711 -4.03662
N 1.49555 -1.34368 3.33176
N 1.21864 1.90238 2.58892
N -0.47980 2.90223 3.99477
C 1.98550 1.44266 0.00618
C 0.48595 -0.55078 -0.09775
C -2.74621 -0.25474 -5.74712
C -3.22195 -2.58698 3.87963
C -1.50252 -5.74857 -1.45122
C 4.49748 3.45218 7.68852
C 0.79645 -1.86741 0.21800
C 2.94532 4.85510 -0.36161
C 8.92233 5.59722 -0.27280
C -4.35776 -7.19569 -3.76737
C 0.67969 0.84745 1.95329
C -4.05760 -1.93082 2.79644
C 3.57352 3.93844 6.59158
C 3.57384 3.57675 0.27597
C 4.94457 -1.27475 1.35079
C 2.44297 7.84950 7.22856
C 2.95493 9.15539 7.80500
C -0.96542 -4.34515 -1.63206
C -6.00095 -3.49555 -3.85248
C -3.16955 2.44392 -2.47608
C -0.33544 0.00257 2.68250
C -6.70432 0.66539 -0.97302
C 0.32114 -10.14982 -5.82988
C 2.12894 2.68644 2.00741
C 2.30193 1.06132 -1.41630
C -4.17800 -8.33696 -4.74981
C -3.10605 -0.31936 -7.21982
C 1.05820 0.59317 0.63430
C 2.56123 2.52024 0.70356
C -2.29879 2.20006 -1.26643
C -0.97417 -9.97543 -6.60067
C 4.75805 -0.12259 2.31878
C 8.99414 5.51649 -1.78596
C -6.28661 -4.80112 -3.13544
C 0.81348 2.24877 3.99408
C -5.83818 0.01077 0.08996
C -0.44321 4.32954 4.36867
C 3.91635 5.70410 -1.15614
H 9.25112 6.57451 0.07544
H 0.21993 -9.74623 -4.82170
H -2.58689 0.77807 -5.43842
H -0.87371 -10.37832 -7.61343
H -4.97462 0.63735 0.31736
H -3.00807 3.45000 -2.87477
H 3.05532 9.91479 7.02873
H 0.59844 -11.20237 -5.76059
H 1.93086 3.31250 7.43754
H 3.52215 6.71268 -1.24133
H 4.97134 -0.43629 3.33941
H -5.13244 -4.30740 -5.39898
H -5.38318 -6.81155 -3.81062
H -0.96521 -4.07188 -2.69088
H 1.58992 2.83116 4.47507
H 0.92629 -4.83646 -1.59397
H -0.80995 -0.67371 1.98367
H -7.11692 -4.69083 -2.43705
H -4.02217 0.24000 -7.41023
H 1.77695 -2.25254 -0.05918
H 2.51598 3.51115 2.58473
H 3.13412 7.46664 6.47789
H -7.56942 0.03746 -1.21002
H -4.15995 -7.53033 -2.74929
H -3.62305 -5.81608 -4.92997
H -0.73307 4.96766 3.53430
H -4.92755 -2.55027 2.55710
H 0.68546 1.78660 -2.03957
H -5.45329 -0.94834 -0.26295
H 4.27423 -2.10223 1.59160
H -6.88232 -3.16248 -4.40839
H -0.64676 -8.12937 -7.12959
H 4.02277 3.56233 8.66548
H 7.28537 4.55190 -0.09444
H -1.78885 -10.49996 -6.10330
H 2.65096 5.45938 0.49208
H -4.22061 2.33220 -2.21862
H 0.53332 4.64643 4.72716
H -2.53892 2.91052 -0.46892
H 4.74543 -0.95213 0.32527
H -2.92834 1.73839 -3.27166
H 10.01472 5.66652 -2.13928
H -1.58175 -3.62571 -1.09175
H -5.62875 0.04242 -2.47716
H 4.04175 3.80941 5.61416
H -6.40101 -0.15825 1.00987
H 0.09222 -2.54441 0.68569
H -0.90258 2.85330 3.07962
H 4.14057 5.29637 -2.13497
H -2.30765 0.09218 -7.83938
H -3.28635 -1.35207 -7.52644
H -0.87672 -6.47209 -1.97795
H 5.44514 1.24761 1.12488
H -4.86728 -9.15375 -4.52834
H -7.06846 1.63280 -0.63039
H -1.50008 -6.02743 -0.39563
H -2.98896 -2.57386 1.29785
H 5.43164 4.01397 7.69160
H 3.33909 4.99724 6.72723
H 8.64571 4.54196 -2.13758
H 0.76262 1.29646 4.51562
H -2.45011 1.19120 -0.88440
H -1.82839 -0.82003 -5.54884
H -0.20781 -0.38143 -0.92135
H 2.27401 9.53153 8.57150
H 1.70780 7.16755 8.89829
H -2.35373 -1.97010 4.11673
H 3.71942 0.24018 2.28115
H 5.97290 -1.63398 1.38595
H 4.00152 3.95002 1.20121
H 1.13566 -9.60831 -6.31665
H -1.10036 0.59927 3.16821
H 4.83280 5.79992 -0.57239
H 1.46633 7.99732 6.75468
H -4.35551 -7.99858 -5.77264
H -5.73009 -2.71763 -3.14009
H -2.84909 -3.55781 3.54489
H -2.51679 -5.82380 -1.83739
H -5.40518 -5.13292 -2.58499
H 3.92551 9.00651 8.27806
H -3.15757 -8.71604 -4.71198
H -1.15117 4.54393 5.16612
H -0.70230 3.19613 -1.90039
H -4.41234 -0.95507 3.12452
H 8.35186 6.27334 -2.23776
H -6.53819 -5.58767 -3.85077
H -3.93705 -1.69856 -5.19874
H 9.56410 4.83731 0.18345
H 4.72425 2.39407 7.55413
H -3.80438 -2.73570 4.78926
```

## Properties
* orbital gap: 0.2495 Eh
* net charge: +1
* E_HOMO: -10.42 eV

Entry 2:
Formula: C38H90N2O10
Source: the Open Molecules 2025 dataset
Level of theory: wB97M-V/def2-TZVPD

The geometry in XYZ format:
```
140
C38H90N2O10 wB97M-V/def2-TZVPD
O -2.86592 2.36369 2.10998
O -0.46446 -1.46742 6.61982
O -3.43531 5.68643 -5.94314
O 5.26469 -5.93462 0.73581
O -1.09744 2.05792 -3.52757
O -0.68651 2.61549 -0.48838
O 3.55328 4.33309 -1.68117
O -1.66517 4.46146 1.90015
O 0.59260 4.69631 -8.80857
O -1.93334 -6.64124 8.59503
N -4.81593 -1.04770 2.16291
N -0.65631 2.37894 0.83457
C 5.22408 -6.72999 -1.59443
C -3.47592 4.89106 -8.27338
C -1.70101 3.15991 1.60003
C -1.00569 -2.96635 8.49721
C -3.93332 2.31869 1.07969
C -4.08615 -7.83705 8.64783
C -1.92168 -0.30735 -2.95386
C 7.54345 -6.72975 1.22820
C -2.36191 0.06340 6.97145
C -2.65138 4.61927 -5.41417
C 2.16424 4.64305 -1.59358
C 1.96062 2.89285 -9.77985
C -1.51010 -7.00108 6.19594
C 0.57933 3.39678 -9.39525
C 0.85295 1.27530 2.55544
C -0.92191 1.25448 -1.07509
C -5.21597 1.54960 1.79713
C -0.22693 -1.76296 7.99188
C 0.52667 -1.44466 2.82082
C 1.55193 5.05606 -2.92186
C 2.19905 -3.46228 2.03379
C 1.10675 5.75256 -9.61249
C -3.35045 -6.51547 8.49943
C -1.30099 -7.47062 7.62624
C 6.04862 -7.00178 1.26478
C 0.72921 2.50358 1.42773
C 2.29671 -4.45697 3.34170
C 5.49455 -5.59018 -0.62611
C 4.41286 5.38003 -2.11860
C -5.41184 0.02118 1.22305
C 0.20694 -0.11356 1.90646
C -1.78954 1.28689 -2.46631
C -3.20545 6.03087 -7.30506
C 0.33314 5.96457 -10.90344
C 2.09350 -1.92073 2.61111
C -1.15655 4.89130 -5.45075
C -1.80853 -1.15877 6.25737
C 4.38829 6.60260 -1.21600
H -2.83486 -0.48036 -3.66937
H 2.17073 5.59357 -9.81318
H -4.50031 4.51954 -8.15281
H 3.40360 7.07553 -1.19878
H -5.16809 -7.67492 8.62511
H 1.89847 1.87225 -10.16961
H -0.42172 -0.88082 8.60953
H -4.17840 3.43402 0.79229
H 2.62751 2.89919 -8.91320
H 2.62001 -1.21154 1.83496
H -5.40398 -1.00713 3.03465
H -2.89689 1.66654 -2.27413
H 0.84405 -1.97532 8.08516
H -0.14294 -2.32928 2.44470
H -0.98283 -0.04585 1.83870
H -3.66112 -5.84862 9.31142
H 2.44484 -5.58689 3.04339
H 1.95652 1.14365 2.92805
H -1.72357 0.93368 6.79539
H 1.99412 5.40336 -0.82626
H 1.57663 2.35892 0.60217
H -1.80501 -0.96280 5.17934
H 1.66203 3.73414 -1.24398
H -0.60846 4.06870 -4.98137
H 4.18468 5.65098 -3.15404
H -0.22811 -7.44854 7.84813
H 8.09154 -7.55235 1.69757
H 1.31713 -3.74632 1.30407
H -4.99275 -1.99995 1.76280
H -3.88697 6.85672 -7.53807
H -0.87767 -0.57434 -3.42034
H -0.78830 4.99572 -6.47507
H -1.62047 -8.51000 7.74965
H -2.09195 -0.94178 -1.95849
H 1.34166 -4.28626 4.02303
H 1.99635 5.97935 -3.30366
H 4.63796 6.32424 -0.18540
H 0.39387 5.09452 -11.56138
H 4.81303 -4.76433 -0.85912
H -6.58814 -0.15940 1.16016
H 5.80456 -7.93849 0.75604
H 3.22874 -3.51313 1.43787
H -0.95000 -7.63553 5.50045
H -2.56321 -7.03397 5.90709
H -0.73591 -3.18657 9.53579
H -3.62348 -6.01338 7.56715
H 0.09364 0.67546 -1.13408
H 1.03878 6.66549 -9.01023
H -3.83630 -8.53297 7.84222
H -1.16837 -5.96611 6.07759
H 3.28450 -4.14306 3.92619
H -6.24237 2.11479 1.61176
H 5.42873 4.96922 -2.12321
H 0.15548 2.71916 -8.64576
H -3.37140 0.28835 6.61407
H -2.89544 3.68257 -5.92291
H -4.99042 -0.13009 0.11867
H 7.91170 -6.62533 0.20388
H -3.82193 -8.32047 9.59247
H -0.10188 3.37489 -10.25040
H -1.06493 1.41703 -4.30638
H 0.09760 1.59105 3.42291
H -3.64884 1.69969 0.12373
H 0.94361 3.51337 1.97849
H 6.50862 -5.19875 -0.75281
H -2.41732 -0.08920 8.05283
H 2.41972 3.51704 -10.55143
H 4.19969 -7.10151 -1.47386
H -1.60946 0.70305 -0.26975
H -2.19138 6.42230 -7.43176
H 0.47671 5.22509 -2.80907
H 5.35334 -6.39116 -2.62808
H 0.24616 -1.26898 3.95605
H 2.60540 -1.87965 3.66420
H 5.74118 -7.12852 2.30879
H -5.06191 1.47750 2.96884
H -0.92129 5.81891 -4.92155
H 7.77871 -5.80214 1.75739
H -2.95882 4.49253 -4.37016
H -3.34666 5.22989 -9.30703
H 1.70955 4.27998 -3.67599
H 5.90011 -7.57230 -1.42990
H 0.56201 -0.29967 0.78848
H 0.73019 6.82769 -11.44870
H -2.08444 -2.79788 8.45873
H -2.79989 4.04875 -8.10885
H -0.78827 -3.84933 7.88481
H -2.45097 -2.03046 6.40976
H 5.11356 7.34696 -1.56220
H -0.72744 6.14317 -10.69075
```

## Properties
* orbital gap: 0.3466 Eh
* structure (SMILES): CCCCCCCN(OC[C@H](C)O)C(=O)OCCCN.CCOCC.CCOCC.CCOCC.CCOCC.CCOCC.CCOCC
* E_HOMO: -9.02 eV

- Which value of E_HOMO does entry 2 give?
  -9.02 eV

- Which value of orbital gap does entry 1 give?
  0.2495 Eh

- Number 1 is which compound?
  C38H90Br2N3O16